C4H5NO2 | wB97M-V/def2-TZVPD

Last column: Mulliken charge in e.
Positions of all 12 atoms, in Å:
O -2.65450 0.81934 -0.02787  -0.443
C -1.76912 0.00833 0.01756  -0.177
C -0.43751 0.21701 -0.66507  -0.049
C 0.69823 0.78254 0.26937  0.028
N 1.92000 0.50285 -0.28521  -0.718
C 1.34255 -0.71243 -0.02161  -0.023
O 0.22248 -1.02676 -0.85997  -0.446
H -1.85609 -0.93489 0.59668  0.355
H -0.54039 0.82091 -1.57026  0.387
H 0.55955 1.50708 1.07688  0.438
H 0.59476 -0.44516 1.07734  0.158
H 1.92005 -1.53883 0.39217  0.491

## Properties
energy above the lowest of the compared OMol25 structures with the same formula, charge and spin = 575.6 kJ/mol
E_tot = -360.4502 a.u.
lowest unoccupied orbital energy = 0.01323 Ha
molar mass = 99.1 Da
HOMO = -0.32824 hartree
total charge = 0

C4H5NO2 | wB97M-V/def2-TZVPD

Last column: Mulliken charge in e.
Positions of all 12 atoms, in Å:
O 2.26741 -0.57942 -1.01382  -0.509
C 1.06068 0.12698 -1.07231  -0.370
C 0.09915 -0.08106 0.06031  0.585
C -1.15344 0.59004 0.16035  -0.358
C -1.62812 0.16603 1.35180  -0.402
O -0.78033 -0.70459 1.91111  -0.167
N 0.32268 -0.85035 1.09053  -0.393
H 2.09026 -1.49837 -0.77764  0.319
H 1.31939 1.19115 -1.06491  0.267
H 0.51192 -0.04783 -2.01207  0.263
H -1.60275 1.26280 -0.55527  0.338
H -2.50688 0.42462 1.92193  0.425

## Properties
energy above the lowest of the compared OMol25 structures with the same formula, charge and spin = 199.9 kJ/mol
E_tot = -360.5933 a.u.
lowest unoccupied orbital energy = 0.03200 Ha
molar mass = 99.1 Da
SMILES = OCc1ccon1
HOMO = -0.37387 hartree
total charge = 0

C4H5NO2 | wB97M-V/def2-TZVPD

Last column: Mulliken charge in e.
Positions of all 12 atoms, in Å:
O -1.46353 -2.41651 -0.69197  -0.491
C -1.00863 -1.29571 -0.66278  -0.066
C -0.03130 -0.85130 0.34636  -0.176
C 1.11478 0.07216 -0.54262  -0.501
N 0.40045 0.46320 0.57034  0.068
C -0.18668 1.63743 0.93960  0.157
O 0.18305 2.71744 0.54862  -0.521
H -1.17369 -0.55635 -1.46848  0.307
H 0.09614 -1.53128 1.20741  0.353
H 0.97016 0.70241 -1.44511  0.296
H 2.08648 -0.39162 -0.47547  0.239
H -0.98723 1.45014 1.67410  0.333

## Properties
energy above the lowest of the compared OMol25 structures with the same formula, charge and spin = 279.6 kJ/mol
E_tot = -360.5629 a.u.
lowest unoccupied orbital energy = 0.01357 Ha
molar mass = 99.1 Da
SMILES = O=C[C@H]1CN1C=O
HOMO = -0.36885 hartree
total charge = 0

C4H5NO2 | wB97M-V/def2-TZVPD

Last column: Mulliken charge in e.
Positions of all 12 atoms, in Å:
O -0.00352 -2.26639 0.31296  -0.425
C 0.42993 -1.45946 -0.42957  0.105
C 0.88520 -0.05310 -0.01323  -0.607
C -0.51908 0.51653 -0.32910  -0.076
N -1.45865 0.02229 0.38427  -0.238
C -2.79454 -0.09403 0.38810  0.017
O -3.45942 -0.51898 -0.49233  -0.460
H 0.63606 -1.65428 -1.51957  0.298
H 0.93230 -0.19828 1.00581  0.236
H 1.67311 0.39798 -0.48735  0.420
H -0.54783 1.29212 -1.09376  0.423
H -3.22439 -0.08263 1.42315  0.309

## Properties
energy above the lowest of the compared OMol25 structures with the same formula, charge and spin = 265.3 kJ/mol
E_tot = -360.5684 a.u.
lowest unoccupied orbital energy = -0.00934 Ha
molar mass = 99.1 Da
SMILES = O=CC/C=N/C=O
HOMO = -0.35666 hartree
total charge = 0

C4H5NO2 | wB97M-V/def2-TZVPD

Last column: Mulliken charge in e.
Positions of all 12 atoms, in Å:
N 0.42832 1.26522 1.04517  -0.624
C 0.12085 0.28279 0.07564  0.415
C -1.21228 0.08226 -0.62353  -0.625
C -0.64640 -0.98649 0.24034  -0.132
O 0.35874 -1.74828 -0.48151  -0.359
C 1.13200 -0.61102 -0.60444  0.441
O 2.23803 -0.51024 -1.03292  -0.551
H 0.71461 2.13060 0.59899  0.267
H 1.24112 0.91184 1.53676  0.304
H -2.02179 0.65324 -0.17496  0.267
H -1.25993 -0.04730 -1.70297  0.251
H -1.09328 -1.42262 1.12345  0.346

## Properties
energy above the lowest of the compared OMol25 structures with the same formula, charge and spin = 184.8 kJ/mol
E_tot = -360.5990 a.u.
lowest unoccupied orbital energy = 0.03329 Ha
molar mass = 99.1 Da
HOMO = -0.36090 hartree
total charge = 0

C4H5NO2 | wB97M-V/def2-TZVPD

Last column: Mulliken charge in e.
Positions of all 12 atoms, in Å:
C -0.51323 -2.04537 -0.50136  -0.638
O 0.01446 -0.83429 -1.04075  -0.368
C 0.15997 0.14210 -0.14210  0.699
C 0.53552 1.48274 -0.44967  -0.449
C 0.41810 2.09175 0.75036  -0.280
O 0.06504 1.22051 1.70102  -0.193
N -0.09904 -0.02520 1.13111  -0.356
H 0.20345 -2.47536 0.20406  0.288
H -1.45570 -1.85662 0.02475  0.303
H -0.67809 -2.71212 -1.34810  0.222
H 0.83910 1.89390 -1.39875  0.343
H 0.51043 3.11795 1.06943  0.428

## Properties
energy above the lowest of the compared OMol25 structures with the same formula, charge and spin = 213.1 kJ/mol
E_tot = -360.5883 a.u.
lowest unoccupied orbital energy = 0.03727 Ha
molar mass = 99.1 Da
SMILES = COc1ccon1
HOMO = -0.35759 hartree
total charge = 0

C4H5NO2 | wB97M-V/def2-TZVPD

Last column: Mulliken charge in e.
Positions of all 12 atoms, in Å:
O 2.17725 1.08205 1.59672  -0.412
C 2.15352 0.25990 0.72150  -0.099
C 0.91016 -0.08021 -0.10430  0.666
O 1.09937 -0.40111 -1.25702  -0.506
N -0.34558 0.03373 0.53382  -0.351
C -1.42811 -0.78981 -0.05121  -0.234
C -1.35201 0.62900 -0.39191  -0.332
H 3.05678 -0.30003 0.41050  0.329
H -2.16346 -1.14849 0.66576  0.234
H -1.15477 -1.51379 -0.81206  0.232
H -0.94246 0.86176 -1.36961  0.243
H -2.01068 1.36700 0.05780  0.230

## Properties
energy above the lowest of the compared OMol25 structures with the same formula, charge and spin = 217.9 kJ/mol
E_tot = -360.5864 a.u.
lowest unoccupied orbital energy = -0.01085 Ha
molar mass = 99.1 Da
SMILES = O=CC(=O)N1CC1
HOMO = -0.37060 hartree
total charge = 0

C4H5NO2 | wB97M-V/def2-TZVPD

Last column: Mulliken charge in e.
Positions of all 12 atoms, in Å:
C -0.60869 1.60593 -0.24512  -1.074
C -0.26284 0.15607 -0.23387  0.445
C 0.51454 -0.53690 -1.06357  -0.343
O 1.00381 -1.68352 -0.46310  -0.314
C 0.70789 -1.51632 0.88252  0.492
O 1.35216 -1.99142 1.76430  -0.491
N -0.35810 -0.59251 0.98766  -0.263
H -1.68077 1.80687 -0.19163  0.277
H -0.13221 2.06344 0.63229  0.280
H -0.19857 2.08848 -1.13674  0.313
H 0.90219 -0.30718 -2.04407  0.395
H -1.23942 -1.09294 1.11133  0.283

## Properties
energy above the lowest of the compared OMol25 structures with the same formula, charge and spin = 88.6 kJ/mol
E_tot = -360.6357 a.u.
lowest unoccupied orbital energy = 0.02708 Ha
molar mass = 99.1 Da
SMILES = Cc1coc(=O)[nH]1
HOMO = -0.33565 hartree
total charge = 0

C4H5NO2 | wB97M-V/def2-TZVPD

Last column: Mulliken charge in e.
Positions of all 12 atoms, in Å:
O 2.30896 0.51481 -1.07576  -0.499
C 1.25140 0.14468 -0.66422  0.483
C 0.62898 0.52925 0.66837  -0.393
C -0.88740 0.30586 0.73277  -0.400
N -1.49467 0.03792 -0.56644  -0.467
C -0.80249 -0.85478 -1.11415  0.027
O 0.54195 -0.80828 -1.36791  -0.272
H 1.12628 -0.10323 1.41341  0.273
H 0.90553 1.56288 0.86407  0.265
H -1.43801 1.07543 1.27229  0.350
H -1.07965 -0.65067 1.24569  0.229
H -1.14052 -1.88197 -1.14038  0.405

## Properties
energy above the lowest of the compared OMol25 structures with the same formula, charge and spin = 219.5 kJ/mol
E_tot = -360.5858 a.u.
lowest unoccupied orbital energy = -0.00172 Ha
molar mass = 99.1 Da
SMILES = O=C1CCN=CO1
HOMO = -0.33946 hartree
total charge = 0

C4H5NO2 | wB97M-V/def2-TZVPD

Last column: Mulliken charge in e.
Positions of all 12 atoms, in Å:
N 0.28992 1.54494 1.56401  -0.495
C 0.28008 0.95111 0.39859  0.414
C -0.70779 -0.09573 0.36719  -0.556
C -0.12310 -0.96938 -0.67936  0.695
O -0.62380 -2.16383 -1.08119  -0.514
C 0.93204 -0.33488 -1.22907  -0.762
O 1.16850 0.91953 -0.58684  -0.378
H 0.70666 2.45998 1.72142  0.215
H -0.57553 0.49736 1.74102  0.355
H -1.74013 0.22815 0.19782  0.256
H -1.24624 -2.45910 -0.40421  0.337
H 1.63940 -0.57812 -2.00938  0.433

## Properties
energy above the lowest of the compared OMol25 structures with the same formula, charge and spin = 420.5 kJ/mol
E_tot = -360.5093 a.u.
lowest unoccupied orbital energy = 0.03104 Ha
molar mass = 99.1 Da
HOMO = -0.29617 hartree
total charge = 0

C4H5NO2 | wB97M-V/def2-TZVPD

Last column: Mulliken charge in e.
Positions of all 12 atoms, in Å:
O 0.93356 2.26314 0.92497  -0.522
C 0.42257 1.29906 0.29954  0.775
N 0.98147 0.12462 -0.01299  -0.188
C 0.20502 -0.94122 -0.59803  -0.570
C -0.86182 -1.50691 0.33051  0.099
O -1.00235 -1.16759 1.47465  -0.421
C -0.78954 1.99331 0.25990  -0.619
H 1.84038 -0.09666 0.47259  0.257
H 0.87812 -1.75858 -0.88358  0.349
H -0.27628 -0.60252 -1.52498  0.298
H -1.51150 -2.27633 -0.13815  0.336
H -0.81961 2.66967 -0.60441  0.204

## Properties
energy above the lowest of the compared OMol25 structures with the same formula, charge and spin = 414.3 kJ/mol
E_tot = -360.5116 a.u.
lowest unoccupied orbital energy = 0.01633 Ha
molar mass = 99.1 Da
HOMO = -0.32296 hartree
total charge = 0

C4H5NO2 | wB97M-V/def2-TZVPD

Last column: Mulliken charge in e.
Positions of all 12 atoms, in Å:
C 0.14411 -1.44757 -0.27357  -0.567
C -0.24021 -0.55218 -1.18039  -0.239
C 0.55041 0.67733 -1.52608  0.078
O 1.60829 0.98108 -1.02372  -0.479
H -0.41819 -2.37192 -0.05440  0.269
H 1.08458 -1.30631 0.23094  0.272
H -1.14726 -0.70002 -1.73170  0.318
H 0.11267 1.35587 -2.30631  0.326
N -0.07215 -0.07055 1.91898  -0.527
C -0.77863 0.90591 1.62599  0.630
O -1.18649 1.98566 1.64265  -0.337
H 0.34286 0.54268 2.67762  0.256

## Properties
energy above the lowest of the compared OMol25 structures with the same formula, charge and spin = 243.8 kJ/mol
E_tot = -360.5766 a.u.
lowest unoccupied orbital energy = 0.00326 Ha
molar mass = 99.1 Da
SMILES = C=CC=O.N=C=O
HOMO = -0.36549 hartree
total charge = 0